(1)
ORCA calculation (ωB97M-V/def2-TZVPD) on 2 unconnected molecules or ions with the total composition C10H16O2.

Structure (XYZ):
```
28
Properties=species:S:1:pos:R:3:lowdin_charge:R:1
C 2.70602 -0.51585 -2.13990 -0.098
C 0.05367 -2.06532 0.78971 -0.377
C 1.01971 -1.06628 1.21693 -0.111
C 0.05929 -2.65351 -0.44571 -0.129
C 1.82089 -0.57072 0.17338 -0.158
C 1.11869 -2.31700 -1.28675 -0.174
C 1.85912 -1.17667 -1.07763 -0.378
O -0.74629 -2.55002 1.84419 -0.069
H 1.29720 -0.81278 2.24735 0.059
H -1.66082 -2.21279 1.78912 0.078
H -0.68019 -3.41885 -0.62501 0.082
H 2.39391 0.33084 0.34072 0.067
H 1.38858 -3.08081 -2.05747 0.076
H 2.00828 -0.01696 -2.78067 0.049
H 3.52094 -1.11743 -2.55952 0.056
H 3.30972 0.30496 -1.60510 0.072
C -1.63209 2.38493 0.33754 -0.482
C -1.37283 3.48514 1.41481 -0.073
C -3.09796 2.62662 -0.23648 -0.063
O -0.66650 2.33522 -0.69130 -0.077
H -1.50545 1.40326 0.80649 0.121
H -1.87446 3.12282 2.32064 0.079
H -3.49002 1.58500 -0.37081 0.072
H -3.80291 3.15870 0.44106 0.067
H -3.06242 3.08299 -1.22402 0.060
H -0.00633 3.07649 -0.51445 0.107
H -1.60066 4.43925 0.97951 0.059
H -0.25551 3.50809 1.57388 0.084
```

## Properties
* energy relative to the best compared isomer or geometry (same formula, charge and spin): 49.4 kJ/mol
* HOMO-LUMO gap (alpha / beta): 2.34 / 6.34 eV
* multiplicity: 2
* largest force on an atom: 0.06793 Eh/bohr
* expectation value of S²: 0.76
* total charge: -1

***

(2)
ORCA calculation (ωB97M-V/def2-TZVPD) on a single C10H16S molecule.

Structure (XYZ):
```
27
Properties=species:S:1:pos:R:3:lowdin_charge:R:1
C 1.62849 -1.16176 2.61062 0.068
C 0.65877 -1.12527 1.61898 -0.312
C -0.74925 -1.11645 1.89254 -0.199
C -1.39456 0.14919 1.31704 -0.123
C -1.10043 0.29016 -0.26303 -0.280
C -1.65953 1.58633 -0.90246 -0.465
S -1.15307 1.71112 -2.61085 0.882
C 0.60516 1.39790 -2.54419 -0.501
C 0.81455 0.06521 -1.92067 -0.310
C 0.45354 0.10405 -0.51302 -0.317
C 1.04253 -1.20492 0.12144 -0.098
H 1.41083 -1.39273 3.63977 0.045
H 2.69540 -1.12250 2.40106 0.049
H -0.94345 -1.10193 2.94543 0.114
H -1.17525 -1.96361 1.52581 0.093
H -1.05802 1.11818 1.82412 0.139
H -2.49709 0.07683 1.45518 0.114
H -1.60858 -0.58173 -0.74784 0.151
H -2.74213 1.58802 -0.90464 0.074
H -1.42930 2.50394 -0.41797 0.063
H 1.22077 2.08449 -2.01093 0.075
H 0.99826 1.57643 -3.54563 0.079
H 1.89261 -0.21057 -2.00865 0.129
H 0.34915 -0.71027 -2.53402 0.125
H 1.03507 0.90296 -0.04792 0.155
H 2.11722 -1.33349 -0.09542 0.118
H 0.58829 -2.12957 -0.28475 0.131
```

## Properties
* energy relative to the best compared isomer or geometry (same formula, charge and spin): 99.3 kJ/mol
* HOMO-LUMO gap: 9.30 eV
* multiplicity: 1
* largest force on an atom: 0.10602 Eh/bohr
* SMILES: C=C1CC[C@H]2CSCC[C@@H]2C1